# 1
Below is a structure of composition C25H61CuN4O11, with properties calculated with ωB97M-V/def2-TZVPD.

```
102
Properties=species:S:1:pos:R:3:forces:R:3
Cu 9.9526 1.4230 21.7256 -0.97 -0.74 0.01
O 7.1701 -0.0004 19.2174 -1.38 -0.81 -1.74
C 8.0393 0.5571 19.9968 2.26 2.47 -2.41
O 8.8332 1.3726 19.5128 1.08 1.57 -0.17
O 8.0680 0.1814 21.1352 0.33 -1.51 5.34
H 6.9923 -0.7285 19.8172 -1.49 -1.26 -0.28
C 6.9432 -3.0018 18.9716 -1.07 0.51 -0.47
O 6.0468 -2.3265 19.8289 -0.83 0.23 1.35
C 4.7142 -2.2151 19.3157 -0.66 0.48 0.28
C 3.8109 -1.2745 20.1499 1.31 -0.07 -0.20
N 4.1874 0.1302 19.8880 -1.01 -1.05 -0.12
C 3.7678 1.0653 20.9154 0.60 0.64 0.88
C 4.3027 2.4703 20.5998 -0.30 0.07 0.29
O 4.1189 3.3835 21.7056 0.53 -0.81 -0.34
C 4.4302 4.6971 21.3064 0.10 0.03 -0.60
H 6.5280 -3.9801 18.7293 0.24 -0.22 -0.14
H 7.9182 -3.0868 19.4515 -0.11 0.10 -0.06
H 6.9388 -2.3488 18.0988 0.82 -0.50 -0.57
H 4.2396 -3.1962 19.2984 0.12 -0.24 -0.10
H 4.6897 -1.7804 18.3164 0.43 -0.19 -0.39
H 3.9558 -1.5668 21.1899 -0.10 0.11 0.45
H 2.7756 -1.4994 19.8940 -0.07 0.22 -0.13
H 5.1863 0.1121 19.7400 0.05 0.66 0.20
H 4.0880 0.7618 21.9122 0.59 0.02 0.22
H 2.6964 1.1138 21.1099 -0.35 -0.11 -0.90
H 3.8095 2.8539 19.7066 -0.36 0.14 -0.08
H 5.3558 2.4445 20.3196 0.35 -0.20 0.22
H 5.3422 4.8024 20.7188 0.43 -0.58 -0.15
H 4.6236 5.3553 22.1534 -0.73 -0.16 0.19
H 3.6483 5.0176 20.6179 -0.27 0.64 0.27
C 3.7155 1.4463 25.1996 -0.28 -0.41 -0.47
O 3.7731 0.1974 24.5205 -0.02 0.81 0.19
C 4.9683 -0.4968 24.7264 -0.11 -2.39 -0.64
C 5.9257 -0.3950 23.5587 -0.07 1.08 -0.68
N 7.2968 -0.8281 23.8050 -1.08 0.75 1.06
C 7.3153 -2.2637 24.1558 1.50 1.41 -1.20
C 7.2666 -3.1210 22.8947 -1.32 -0.79 1.98
O 7.6598 -4.4315 23.3255 0.58 0.68 -0.67
C 7.8595 -5.1878 22.1681 -0.48 -1.43 0.28
H 2.7861 1.9198 24.8831 0.04 0.01 0.16
H 4.5374 2.1032 24.9150 0.20 0.06 0.05
H 3.7068 1.2549 26.2726 0.04 0.26 0.17
H 4.6563 -1.5405 24.6879 -0.21 -0.27 0.61
H 5.4622 -0.3649 25.6891 -0.02 0.57 0.15
H 5.8026 0.6435 23.2514 0.95 0.38 -0.15
H 5.5971 -0.9379 22.6725 -0.83 -0.22 0.03
H 7.7546 -0.6612 22.9202 0.45 -0.12 -0.13
H 6.4903 -2.5196 24.8206 0.37 -0.03 0.08
H 8.2901 -2.3357 24.6382 -0.13 -0.91 0.32
H 7.7770 -2.7556 22.0036 0.48 0.11 0.23
H 6.2061 -3.1772 22.6494 -0.17 -0.06 -0.62
H 6.9148 -5.2240 21.6254 0.13 0.39 -0.78
H 8.0091 -6.2395 22.4121 0.31 0.01 0.44
H 8.7354 -4.8671 21.6042 -0.17 0.27 -0.36
C 6.6364 5.2563 24.8745 1.85 -1.07 -0.32
O 7.9742 4.6256 25.0009 -1.58 0.43 0.14
C 8.0192 3.2750 24.4968 0.30 2.02 0.26
C 9.4341 2.8735 24.7369 0.54 -0.79 0.74
N 9.5861 1.5038 24.2647 1.56 -0.26 -1.60
C 10.9015 0.9024 24.5607 0.34 1.06 0.33
C 11.1332 -0.5067 24.0770 -1.89 0.33 -0.28
O 10.8512 -0.5161 22.6587 0.16 -0.33 -0.03
C 10.6644 -1.8144 22.0764 0.07 -0.21 -0.34
H 6.4880 5.3548 23.7992 -0.63 -0.08 0.02
H 6.6278 6.2540 25.3133 0.40 -0.22 0.15
H 5.9154 4.6157 25.3823 -0.26 0.08 -0.25
H 7.8235 3.2658 23.4245 -0.40 -0.15 -0.12
H 7.3512 2.6173 25.0528 -0.32 -0.07 -0.10
H 9.6464 2.9607 25.8024 -0.15 -0.18 0.48
H 10.1668 3.5668 24.3237 -0.17 -0.14 -0.70
H 8.8511 0.9066 24.6157 -0.37 -0.26 -0.08
H 11.0649 0.9749 25.6359 0.23 -0.43 0.36
H 11.7057 1.5059 24.1399 -0.15 0.46 -0.27
H 10.3639 -1.0874 24.5859 0.06 -0.67 -0.09
H 12.1232 -0.8508 24.3765 0.11 -0.09 -0.42
H 10.2546 -1.8107 21.0664 0.15 1.13 -0.17
H 9.8991 -2.4211 22.5605 0.35 0.02 0.87
H 11.6232 -2.3212 21.9663 0.02 -0.21 0.45
C 12.6389 3.2316 14.2808 -0.70 -0.08 0.49
O 11.6260 3.6762 15.2667 1.82 -0.04 -1.66
C 11.2252 2.6662 16.1822 0.33 0.05 -0.29
C 11.8789 2.8507 17.5581 -0.54 -0.06 -0.26
N 11.4496 1.8612 18.5401 0.57 0.31 0.70
C 11.7240 0.4671 18.2803 -0.52 -0.44 0.16
C 13.1653 0.1759 18.0580 0.18 -0.34 -0.62
O 13.4184 -1.2257 18.0821 1.53 0.04 -0.37
C 14.8548 -1.4750 18.0515 -0.76 -0.64 1.23
H 13.4918 2.7097 14.7148 -0.20 -0.20 0.53
H 13.1116 4.0079 13.6790 -0.56 0.83 0.59
H 12.2022 2.5888 13.5165 -0.38 -0.33 0.25
H 11.4566 1.6829 15.7728 0.10 -0.21 -0.03
H 10.1376 2.7213 16.2307 -0.08 0.04 0.34
H 11.6735 3.8639 17.9036 -0.47 -0.05 0.21
H 12.9646 2.8906 17.4707 0.18 -0.50 -0.15
H 10.4609 1.8414 18.7455 -0.26 0.86 -0.11
H 11.1002 0.1149 17.4587 0.10 -0.45 -0.31
H 11.4258 -0.0995 19.1624 -0.22 -0.02 0.14
H 13.7301 0.6882 18.8369 0.33 0.15 -0.05
H 13.4008 0.5285 17.0539 0.62 0.37 -0.03
H 15.2629 -1.2479 19.0364 0.07 0.47 0.17
H 15.4854 -0.9723 17.3182 -0.63 0.32 -0.40
H 15.0360 -2.5478 17.9852 -0.43 -0.05 -0.44
```
Forces are in eV/Å.

Summary:
* maximum force: 5.6 eV Å⁻¹
* calculated total energy: -3676.03949 hartree
* M: 657.3 g mol⁻¹
* highest occupied orbital energy: -0.2965 Eh
* relative energy (zero: lowest compared OMol25 entry of this formula, charge and spin): 0.0 kcal per mole
* orbital gap: 8.2288 eV

# 2
Below is a cluster of 6 separate species, C25H61N3O6 in total, with properties calculated with ωB97M-V/def2-TZVPD.

```
95
Properties=species:S:1:pos:R:3:forces:R:3
C 1.1957 2.5805 -5.4843 0.11 1.01 0.42
C 1.4403 1.2929 -6.1969 -0.42 -0.70 -0.07
C 2.9221 0.9569 -6.1496 0.23 0.51 -0.75
C 0.6296 0.2102 -5.4057 0.23 -0.33 -0.46
C 0.3300 -1.0676 -6.1838 0.34 0.78 -1.71
C -0.2853 -0.6968 -7.5799 -0.23 -0.19 0.97
C 0.5645 0.3177 -8.4326 -0.73 -1.22 0.38
C 1.7668 -0.5113 -9.0498 -0.03 1.04 0.37
C -0.3407 0.7192 -9.6372 1.01 0.61 0.19
N 0.9054 1.4924 -7.5821 -1.62 -2.72 0.82
O 1.5599 2.5117 -8.2574 0.36 0.33 -0.15
H 1.6841 2.5520 -4.5103 -0.19 0.08 0.14
H 1.6341 3.4193 -6.0251 0.12 0.09 0.10
H 0.1283 2.7688 -5.3694 0.00 0.02 0.07
H 3.0556 -0.0585 -6.5226 0.47 -0.01 0.51
H 3.4781 1.6346 -6.7975 -0.12 -0.05 -0.45
H 3.3607 1.2036 -5.1827 -0.18 -0.79 0.28
H 1.1775 -0.0973 -4.5150 0.42 0.33 0.06
H -0.2863 0.6381 -4.9982 -0.24 0.10 -0.37
H 1.2423 -1.5851 -6.4803 0.38 -0.07 0.54
H -0.2306 -1.7580 -5.5536 -0.35 0.01 -0.36
H -1.3210 -0.3876 -7.4390 0.03 0.77 0.06
H -0.4374 -1.5921 -8.1828 0.43 -0.18 -0.11
H 2.3913 0.1468 -9.6539 -0.07 0.07 -0.20
H 1.4028 -1.3246 -9.6777 -0.12 0.11 0.02
H 2.4510 -0.9383 -8.3165 -0.26 -0.02 0.22
H -0.4598 -0.1493 -10.2851 0.16 0.15 -0.14
H 0.2039 1.5293 -10.1222 0.03 -0.22 -0.59
H -1.3358 1.1348 -9.4790 0.02 -0.19 0.84
H 1.0199 3.2254 -7.9100 0.26 0.69 -0.64
C -2.3479 -8.5595 2.7829 -0.92 0.17 -0.21
C -2.6886 -7.2400 3.4986 1.31 0.23 1.29
C -4.0211 -7.3452 4.2380 -0.05 -0.26 -0.87
C -1.5266 -7.1504 4.5777 -1.13 0.66 -0.73
C -1.5082 -5.8069 5.2331 0.72 0.35 -0.15
C -1.2902 -4.7423 4.1854 -0.72 0.71 -0.09
C -2.3814 -4.6845 3.0377 0.66 -0.18 0.62
C -3.6701 -3.9664 3.5228 -0.62 0.00 0.49
C -1.7971 -3.8244 1.9154 -0.65 0.13 0.32
N -2.6046 -6.0810 2.5599 2.44 -0.28 2.04
O -3.4677 -6.2161 1.5076 -1.29 0.13 -0.78
H -3.1642 -8.9919 2.2042 -0.24 0.31 -0.24
H -1.5030 -8.4078 2.1112 0.21 -0.19 0.24
H -2.1721 -9.3129 3.5507 0.47 0.02 -0.07
H -3.9671 -8.1402 4.9818 -0.15 -0.04 -0.02
H -4.3554 -6.4210 4.7094 0.13 -0.07 -0.08
H -4.7074 -7.6271 3.4394 -0.61 0.04 0.36
H -1.7132 -7.8080 5.4267 0.03 -0.84 -0.58
H -0.5707 -7.3400 4.0895 0.05 -0.21 0.08
H -2.4013 -5.7197 5.8518 0.03 0.44 0.04
H -0.6072 -5.8052 5.8464 -0.22 0.21 0.60
H -0.2498 -4.8447 3.8768 -0.11 -0.58 -1.04
H -1.1784 -3.7478 4.6174 -0.76 0.27 0.25
H -4.0080 -4.2485 4.5200 0.14 -0.49 0.05
H -4.5252 -4.1059 2.8614 0.14 -0.51 -0.25
H -3.6505 -2.8805 3.6150 0.87 0.18 -0.24
H -1.5402 -2.8546 2.3417 0.17 0.02 0.09
H -2.6229 -3.6131 1.2361 0.38 -0.18 -0.59
H -0.9035 -4.2542 1.4628 -0.26 -0.11 -0.20
H -2.9491 -6.6977 0.8590 -0.03 0.08 -0.32
C 1.6476 9.7104 -0.7822 0.66 0.06 -0.18
O 1.5252 8.3188 -0.5318 0.06 0.71 -0.18
C 0.3289 7.9816 0.1305 -0.97 -0.21 -1.16
C 0.3356 6.4847 0.3759 -1.31 0.67 2.04
C -0.8460 6.0658 1.2789 -0.11 0.14 -0.11
N 1.5035 6.2657 1.2157 0.40 -1.79 -0.95
H 0.7782 10.1662 -1.2560 -0.44 -0.15 0.33
H 2.4518 9.9142 -1.4892 0.17 -0.58 -0.08
H 1.9566 10.2422 0.1176 -0.43 0.13 0.28
H 0.1617 8.4779 1.0865 0.50 0.26 0.37
H -0.5185 8.3004 -0.4764 -0.27 0.00 -0.33
H 0.2873 5.8942 -0.5390 0.58 0.08 0.00
H -0.8284 4.9882 1.4420 -0.11 -0.04 -0.33
H -1.8269 6.3927 0.9336 -0.05 -0.13 -0.21
H -0.7174 6.4676 2.2839 0.13 0.32 -0.01
H 1.5859 7.0560 1.8392 0.49 0.02 -0.10
H 2.2611 6.1954 0.5515 0.71 0.45 0.62
C 4.8145 -0.3755 8.3408 1.25 -0.05 -0.17
O 3.5994 -0.1865 7.7209 -1.87 -0.07 -0.25
H 5.5419 -0.8535 7.6847 0.12 -0.25 -0.12
H 5.2805 0.5595 8.6517 -0.06 0.15 0.35
H 4.6572 -1.0392 9.1911 -0.02 0.20 0.05
H 3.6085 0.2641 6.8733 0.55 0.03 0.13
C -0.9026 3.9304 7.6330 0.93 -0.60 -0.22
O -1.4674 5.1977 7.8365 -0.49 0.18 0.42
H -0.6768 3.4477 8.5838 -0.18 0.38 0.23
H -1.4982 3.2006 7.0846 -0.48 0.28 -0.21
H 0.0532 4.0067 7.1147 0.15 0.00 -0.13
H -1.4582 5.7231 7.0332 0.08 -0.25 -0.10
C 2.2035 0.8827 1.9401 0.04 1.15 0.03
O 1.6343 1.8495 2.8129 -0.36 -0.25 0.90
H 2.2191 -0.1016 2.4080 -0.27 0.18 0.03
H 1.5985 0.9124 1.0339 0.36 -0.59 -0.33
H 3.2305 1.2063 1.7707 0.18 -0.43 -0.51
H 1.7215 2.7234 2.4254 0.05 -0.01 -0.11
```
Forces are in eV/Å.

Summary:
* SMILES: CC1(C)CCCC(C)(C)N1O.CC1(C)CCCC(C)(C)N1O.COC[C@H](C)N.CO.CO.CO
* maximum force: 3.3 eV Å⁻¹
* calculated total energy: -1604.59880 hartree
* M: 499.8 g mol⁻¹
* highest occupied orbital energy: -0.2951 Eh
* relative energy (zero: lowest compared OMol25 entry of this formula, charge and spin): 13.4 kcal per mole
* orbital gap: 8.3924 eV

Q: Among the records above, which one has the lowest M?
A: C25H61N3O6